# 1
Formula: C3H5AuO3
Source: OMol25
Level of theory: ωB97M-V/def2-TZVPD

Positions of all 12 atoms, in Å:
H1 2.605 0.818 -0.197
O1 1.416 0.513 -1.786
C1 2.515 0.525 -1.255
H2 3.401 0.237 -1.844
O2 -0.656 1.656 -0.194
Au1 -0.364 0.398 -1.424
O3 -1.711 0.506 -0.141
C2 -1.732 -0.114 1.072
C3 -1.188 -1.312 1.268
H3 -2.275 0.450 1.836
H4 -1.529 -1.924 2.102
H5 -0.483 -1.754 0.563

Computed properties:
E_LUMO (spin up / spin down) ... -10.98 / -14.16 eV
Maximum force ... 8.71 eV Å⁻¹
Charge ... +2
Gap between HOMO and LUMO (spin up / spin down) ... 7.950 / 5.946 eV
Multiplicity ... 3
Calculated total energy ... -477.54617 Ha
Energy above the lowest of the compared OMol25 structures with the same formula, charge and spin ... 455.6 kJ/mol

Atomic partial charges in e from the natural (NBO) method, atoms 1 to 5: 0.19, -0.62, 0.42, 0.23, -0.26



# 2
Formula: C44H30Cl6F3GeN5O8SSbSeTi
Source: OMol25
Level of theory: ωB97M-V/def2-TZVPD

Positions of all 101 atoms, in Å:
Ti1 -0.250 -1.125 -0.247
O1 -3.708 3.409 0.785
C1 -4.125 2.917 -0.370
O2 -4.847 3.555 -1.097
C2 -3.653 1.551 -0.752
C3 -4.066 0.865 -1.878
Cl1 -5.118 1.416 -3.094
N1 -3.412 -0.322 -1.929
N2 -2.568 -0.435 -0.894
C4 -2.716 0.671 -0.184
C5 -1.843 0.847 1.010
O3 -1.974 1.764 1.791
O4 -0.905 -0.062 1.136
C6 -3.521 -1.388 -2.886
C7 -4.711 -1.626 -3.560
C8 -4.770 -2.639 -4.504
C9 -3.660 -3.426 -4.765
C10 -2.491 -3.208 -4.054
C11 -2.419 -2.194 -3.112
H1 -3.100 2.786 1.267
H2 -5.599 -1.063 -3.331
H3 -5.700 -2.814 -5.028
H4 -3.710 -4.214 -5.506
H5 -1.618 -3.821 -4.235
H6 -1.504 -2.024 -2.572
Cl2 -3.831 -4.369 1.510
Ge1 -3.441 -2.142 1.935
Cl3 -5.557 -1.249 0.912
Cl4 -4.221 -2.240 4.146
O5 -0.915 -2.526 2.673
S1 -0.356 -3.070 1.463
O6 0.027 -4.445 1.499
O7 -1.266 -2.730 0.239
O8 0.846 -2.174 1.007
Se1 3.572 0.050 -1.327
N3 3.976 -1.196 -2.573
C12 2.963 -2.061 -2.619
C13 2.816 -3.216 -3.407
C14 1.644 -3.969 -3.271
C15 0.623 -3.567 -2.424
N4 0.712 -2.445 -1.691
C16 1.866 -1.758 -1.737
N5 1.975 -0.719 -0.942
H7 3.604 -3.512 -4.087
H8 1.513 -4.878 -3.842
H9 -0.288 -4.141 -2.308
F1 -0.524 4.702 -7.937
C17 -0.323 3.371 -8.022
F2 -1.320 2.891 -8.801
F3 0.817 3.193 -8.719
C18 -0.284 2.713 -6.678
C19 0.585 1.658 -6.438
C20 0.591 1.037 -5.201
C21 -0.271 1.466 -4.189
C22 -1.143 2.530 -4.444
C23 -1.148 3.149 -5.681
C24 -0.259 0.817 -2.914
C25 -0.249 0.266 -1.830
H10 1.265 1.330 -7.212
H11 1.269 0.218 -5.001
H12 -1.816 2.861 -3.663
H13 -1.822 3.974 -5.870
C26 4.646 0.745 7.312
C27 3.372 1.295 7.317
C28 2.462 0.971 6.317
C29 2.800 0.098 5.282
C30 4.071 -0.484 5.326
C31 4.988 -0.158 6.317
Sb1 1.447 -0.418 3.636
C32 2.412 1.065 2.358
C33 1.655 1.904 1.539
C34 2.257 2.834 0.702
C35 3.639 2.967 0.686
C36 4.407 2.157 1.510
C37 3.798 1.209 2.324
C38 -0.064 0.951 4.296
C39 -1.299 0.386 4.612
C40 -2.364 1.182 5.018
C41 -2.196 2.554 5.123
C42 -0.966 3.128 4.819
C43 0.092 2.331 4.406
H14 5.360 1.010 8.083
H15 3.080 1.981 8.104
H16 1.474 1.412 6.349
H17 4.352 -1.216 4.578
H18 5.971 -0.617 6.313
H19 0.573 1.873 1.588
H20 1.641 3.460 0.068
H21 4.112 3.694 0.036
H22 5.487 2.258 1.519
H23 4.425 0.591 2.956
H24 -1.461 -0.682 4.500
H25 -3.323 0.720 5.218
H26 -3.028 3.182 5.419
H27 -0.838 4.203 4.886
H28 1.039 2.793 4.148
Cl5 2.470 -3.821 4.049
C44 3.271 -3.847 2.469
Cl6 4.010 -2.286 2.033
H29 2.516 -4.081 1.726
H30 4.065 -4.582 2.507

Computed properties:
E_LUMO (spin up / spin down) ... 3.12 / 2.89 eV
Maximum force ... 1.57 eV Å⁻¹
Charge ... -2
Gap between HOMO and LUMO (spin up / spin down) ... 5.612 / 5.672 eV
Multiplicity ... 2
Calculated total energy ... -11597.77712 Ha
Energy above the lowest of the compared OMol25 structures with the same formula, charge and spin ... 152.0 kJ/mol

Atomic partial charges in e from the Mulliken method, atoms 1 to 5: -0.99, -0.62, 0.38, -0.65, 0.27